No. 1
The following is a quantum chemistry calculation of a structure of composition C27H42FeN2OP2S2 at a distorted geometry, from the Open Molecules 2025 dataset.

Its charge is +2. The calculation puts the largest force on an atom at 2.54 eV/Å. As for the spin multiplicity: 5. For the HOMO-LUMO gap (spin up / spin down), the calculation gives 6.8 / 6.9 eV.

Last column: Löwdin charge in e.
Cartesian coordinates (Å):
Fe (0.31192, -0.37197, -2.29033)  0.2372
S (-1.27075, -1.87191, -1.33024)  0.7774
C (-2.34004, -0.87027, -0.45694)  -0.5861
N (-3.24309, -1.37505, 0.38450)  -0.0693
C (-4.20480, -0.49280, 1.01698)  -0.0752
C (-3.56546, 0.85294, 1.31676)  -0.0707
N (-2.98880, 1.38653, 0.10002)  -0.0680
C (-3.00450, 2.82207, -0.08323)  -0.1115
C (-2.07903, 3.49752, 0.89956)  -0.2156
C (-2.58723, 4.27037, 1.93294)  -0.0308
C (-1.72916, 4.85924, 2.84601)  -0.0524
C (-0.36242, 4.66693, 2.73843)  -0.0596
C (0.14918, 3.90940, 1.69703)  -0.0693
C (-0.70503, 3.32364, 0.78175)  -0.0563
C (-2.29082, 0.56173, -0.67841)  -0.5701
S (-1.29987, 1.16698, -1.93205)  0.7620
C (-3.34790, -2.78457, 0.72419)  -0.0988
C (-2.93007, -2.97918, 2.16606)  -0.2148
C (-3.88161, -3.02760, 3.17893)  -0.0480
C (-3.48890, -3.14572, 4.50258)  -0.0512
C (-2.14348, -3.21891, 4.82288)  -0.0573
C (-1.19167, -3.17942, 3.81665)  -0.0629
C (-1.58098, -3.05583, 2.49384)  -0.0413
H (-4.54165, -0.95268, 1.94782)  0.1266
H (-5.07265, -0.36816, 0.35693)  0.1580
H (-2.78034, 0.74354, 2.07617)  0.1573
H (-4.30786, 1.55099, 1.70142)  0.1477
H (-4.02921, 3.16692, 0.06985)  0.1432
H (-2.70565, 3.04224, -1.11042)  0.0966
H (-3.65110, 4.43157, 2.01313)  0.1179
H (-2.13021, 5.46502, 3.64247)  0.1155
H (0.30410, 5.11291, 3.46041)  0.1141
H (1.21712, 3.78376, 1.59685)  0.1022
H (-0.30906, 2.74618, -0.04298)  0.0587
H (-2.71269, -3.35709, 0.04699)  0.0868
H (-4.38857, -3.09031, 0.58338)  0.1496
H (-4.93487, -3.00493, 2.93593)  0.1195
H (-4.23645, -3.18675, 5.27870)  0.1158
H (-1.83915, -3.32149, 5.85342)  0.1154
H (-0.14357, -3.25109, 4.06559)  0.1076
H (-0.83801, -3.04171, 1.70741)  0.0930
C (4.13317, -0.48724, -4.83125)  -0.1368
P (2.53664, 0.39183, -4.84579)  0.6458
C (2.75537, 2.09380, -4.21357)  -0.1327
C (1.89211, 0.49525, -6.54184)  -0.1467
O (1.54810, -0.32766, -3.94289)  -0.4697
H (4.94234, 0.19496, -5.07407)  0.0635
H (4.11116, -1.29510, -5.55901)  0.0645
H (4.30291, -0.91997, -3.84689)  0.0433
H (3.78088, 2.43409, -4.31296)  0.0617
H (2.46142, 2.12089, -3.16495)  0.0295
H (2.10551, 2.76144, -4.77703)  0.0623
H (2.54969, 1.08807, -7.17458)  0.0703
H (0.90914, 0.96330, -6.51374)  0.0646
H (1.78825, -0.50560, -6.95561)  0.0654
C (3.39020, 1.53168, -0.26803)  -0.1363
C (3.40177, 0.03483, -0.56121)  -0.3751
P (1.70929, -0.69247, -0.51136)  0.8895
C (1.18169, -0.41273, 1.24192)  -0.3623
C (2.09598, -1.01539, 2.30551)  -0.1150
C (1.93773, -2.52975, -0.66571)  -0.4007
C (3.31804, -3.11851, -0.40395)  -0.1263
H (4.34167, 1.97344, -0.55536)  0.0857
H (3.24365, 1.72050, 0.79122)  0.0693
H (2.60165, 2.04437, -0.81967)  0.0512
H (4.01565, -0.49561, 0.16781)  0.0808
H (3.80841, -0.17200, -1.55439)  0.0662
H (0.18093, -0.84657, 1.33478)  0.0509
H (1.08415, 0.66980, 1.37866)  0.0704
H (2.20207, -2.08929, 2.17209)  0.0656
H (1.65738, -0.84108, 3.28614)  0.0832
H (3.08491, -0.56398, 2.29975)  0.0739
H (1.62342, -2.78037, -1.68913)  0.0637
H (1.20054, -2.97848, 0.00621)  0.0627
H (4.04340, -2.76910, -1.13217)  0.0711
H (3.25264, -4.20057, -0.49336)  0.0865
H (3.68246, -2.88979, 0.59347)  0.0670



No. 2
The following is a quantum chemistry calculation of a structure of composition C27H42MnN2O2Si4 at a distorted geometry, from the Open Molecules 2025 dataset.

The calculation puts the largest force on an atom at 1.23 eV/Å. As for the spin multiplicity: 6. For the HOMO-LUMO gap (spin up / spin down), the calculation gives 5.8 / 6.5 eV.

Last column: Löwdin charge in e.
Cartesian coordinates (Å):
Mn (-0.04133, 0.10397, -1.55817)  0.6650
C (4.34237, -0.58467, -2.19910)  -0.0390
C (4.83627, 0.70399, -2.24615)  -0.0435
C (3.94781, 1.77097, -2.21451)  -0.0010
C (2.59293, 1.51093, -2.13193)  -0.2040
N (2.12817, 0.26829, -2.04594)  0.0489
C (2.97231, -0.75802, -2.08998)  -0.0996
C (1.54791, 2.60108, -2.17257)  -0.2141
C (1.87052, 3.93078, -2.36708)  -0.0072
C (0.84996, 4.86473, -2.47625)  -0.0385
C (-0.46058, 4.43751, -2.39242)  -0.0347
C (-0.69628, 3.09454, -2.15940)  -0.1030
N (0.28577, 2.20248, -2.03733)  0.0401
H (4.99731, -1.44395, -2.23656)  0.1133
H (5.90152, 0.88496, -2.30535)  0.1143
H (4.31738, 2.78499, -2.25028)  0.1068
H (2.51657, -1.73827, -2.01322)  0.1086
H (2.90185, 4.24335, -2.43090)  0.1077
H (1.08146, 5.91089, -2.62557)  0.1145
H (-1.28905, 5.12402, -2.49771)  0.1127
H (-1.69955, 2.70059, -2.05810)  0.1092
C (-4.24608, -0.57321, -2.45250)  -0.0151
C (-2.78728, -0.92310, -2.30958)  -0.3726
O (-1.99130, 0.03035, -2.27643)  -0.0744
C (-2.38056, -2.31125, -2.25189)  -0.1010
C (-3.37449, -3.31829, -2.35934)  -0.0490
C (-3.06809, -4.64570, -2.38116)  -0.0967
C (-1.70970, -5.02830, -2.31129)  -0.0778
C (-0.72003, -4.10148, -2.19275)  -0.0156
C (-1.00504, -2.70235, -2.11774)  -0.3526
O (-0.04077, -1.88920, -1.90500)  -0.1788
H (-4.34918, 0.50748, -2.40899)  0.0855
H (-4.84070, -1.02499, -1.65950)  0.0876
H (-4.63020, -0.93087, -3.40912)  0.0941
H (-4.41344, -3.02495, -2.43166)  0.1015
H (-3.84814, -5.39066, -2.45332)  0.0962
H (-1.44979, -6.08022, -2.34857)  0.1045
H (0.31948, -4.39815, -2.12646)  0.1129
C (-1.96302, 1.04283, 3.77721)  -0.2128
Si (-1.86918, 1.01103, 1.90301)  0.2995
C (-2.12392, 2.79974, 1.37135)  -0.2180
C (-3.34894, 0.00441, 1.31896)  -0.2125
Si (0.04760, 0.11409, 0.91525)  0.3856
Si (0.16866, -2.02780, 1.83830)  0.3123
C (0.51585, -2.16100, 3.67749)  -0.2155
C (1.60847, -2.87750, 0.97047)  -0.2214
C (-1.37960, -3.04530, 1.53211)  -0.2076
Si (1.77154, 1.26369, 1.98936)  0.3078
C (3.42529, 0.52957, 1.44790)  -0.2192
C (1.85926, 1.33146, 3.86401)  -0.2105
C (1.75311, 3.08434, 1.48724)  -0.2159
H (-2.93511, 1.43314, 4.10050)  0.0311
H (-1.19318, 1.68573, 4.20442)  0.0076
H (-1.84249, 0.04663, 4.20785)  0.0144
H (-3.07270, 3.20105, 1.74432)  0.0298
H (-2.12048, 2.90355, 0.28363)  -0.0018
H (-1.31767, 3.42621, 1.76222)  0.0106
H (-4.29892, 0.53269, 1.46071)  0.0327
H (-3.40397, -0.93687, 1.86869)  0.0151
H (-3.25201, -0.24204, 0.25860)  -0.0020
H (1.46099, -1.68246, 3.93977)  0.0055
H (0.58606, -3.21507, 3.96891)  0.0319
H (-0.27030, -1.69865, 4.27850)  0.0153
H (2.55853, -2.41626, 1.25994)  0.0138
H (1.49404, -2.76556, -0.11190)  -0.0095
H (1.66488, -3.94749, 1.20091)  0.0305
H (-2.14916, -2.81979, 2.27461)  0.0192
H (-1.15421, -4.11509, 1.59746)  0.0336
H (-1.80678, -2.85878, 0.54357)  0.0116
H (3.65394, -0.36317, 2.03813)  0.0228
H (4.24979, 1.23918, 1.58474)  0.0298
H (3.40934, 0.23048, 0.39611)  -0.0103
H (1.92122, 0.34431, 4.32290)  0.0070
H (0.99494, 1.83884, 4.29324)  0.0098
H (2.75303, 1.89384, 4.15880)  0.0330
H (1.58244, 3.22261, 0.41696)  -0.0034
H (2.70062, 3.57282, 1.74272)  0.0301
H (0.95402, 3.61231, 2.01487)  0.0151



Q: Look up the largest force on an atom of the second one.
A: 1.23 eV/Å



Q: The lowest largest force on an atom belongs to which entry?
A: C27H42MnN2O2Si4



Q: Among the records above, which one has the highest largest force on an atom?
A: C27H42FeN2OP2S2